A molecular structure, C23H16Br2ClMnN6O4S in a non-equilibrium geometry, computed with ωB97M-V with the def2-TZVPD basis set.

Values from the calculation:
**DFT total energy**: -8673.114927 Eh
**HOMO (spin up / spin down)**: -0.16499 / -0.19784 Eh
**Net charge**: -1
**LUMO (spin up / spin down)**: 2.1 / 2.0 eV
**Energy above the lowest of the compared OMol25 structures with the same formula, charge and spin**: 188.6 kJ/mol
**2S+1**: 6

Element x y z (Å)
Mn1 -0.04096 -0.62285 0.58619
Br1 -3.11356 -4.45835 0.63199
C1 -2.60766 -3.41315 2.13169
C2 -3.09096 -3.71855 3.39329
C3 -2.68626 -2.97005 4.48209
Br2 -3.31436 -3.47985 6.19979
C4 -1.82136 -1.86625 4.36049
C5 -1.30746 -1.07735 5.40999
C6 -0.45616 -0.02915 5.10299
C7 -0.19286 0.28635 3.77959
N1 -0.66446 -0.43835 2.76249
C8 -1.40976 -1.52915 3.04819
C9 -1.71876 -2.35125 1.91889
O1 -1.12776 -2.08505 0.79729
H1 -3.75896 -4.55565 3.52729
H2 -1.57376 -1.30325 6.43239
H3 -0.02166 0.57135 5.88899
H4 0.40704 1.14695 3.51759
O2 1.35524 0.57145 0.75199
N2 1.77864 -0.56605 1.31229
C10 3.01024 -1.00315 0.98939
C11 3.88784 -0.20815 0.24719
N3 4.58364 0.50935 -0.33051
C12 3.50344 -2.19765 1.51439
N4 3.97034 -3.16865 1.92649
C13 0.51324 3.49525 1.36819
N5 0.05524 3.30115 0.02159
C14 0.96364 3.45495 -1.10151
C15 0.13094 2.93715 -2.28821
N6 -1.03876 2.35275 -1.65221
C16 -0.93626 2.45235 -0.30481
S1 -1.99236 1.73385 0.76249
H5 0.80044 4.53905 1.51569
H6 1.37144 2.84625 1.57349
H7 -0.30516 3.23315 2.04069
H8 1.85974 2.84205 -0.93341
H9 1.25814 4.50205 -1.21421
H10 0.67634 2.20035 -2.88221
H11 -0.19126 3.74785 -2.95141
H12 -1.39666 1.46635 -1.99701
Cl1 0.28054 -0.16675 -8.02991
C17 0.31334 -0.32325 -6.30101
C18 -0.87936 -0.44225 -5.60501
C19 -0.84486 -0.56845 -4.22971
C20 0.37094 -0.60495 -3.55461
C21 1.55864 -0.47765 -4.26411
C22 1.53234 -0.32895 -5.64021
C23 0.34434 -0.78085 -2.06501
O3 1.25234 -1.36185 -1.45821
O4 -0.65616 -0.27585 -1.47111
H13 -1.82076 -0.43755 -6.13201
H14 -1.76126 -0.65935 -3.66441
H15 2.49794 -0.49605 -3.73171
H16 2.45364 -0.22455 -6.19241

---

A molecular structure, C23H16BrCl4N5O3Ru, computed with ωB97M-V with the def2-TZVPD basis set.

Values from the calculation:
**DFT total energy**: -5894.993193 Eh
**HOMO (spin up / spin down)**: -0.37005 / -0.33951 Eh
**Net charge**: +1
**LUMO (spin up / spin down)**: -4.0 / -4.0 eV
**2S+1**: 2

Element x y z (Å)
Ru1 0.71999 1.13683 -0.50461
Br1 -5.94429 3.94586 0.89999
C1 -4.09711 3.59484 0.72085
C2 -3.59613 2.36525 1.12220
C3 -2.24496 2.10241 0.98118
C4 -1.40217 3.07698 0.46676
C5 -1.91018 4.30103 0.05389
C6 -3.26665 4.56239 0.18041
N1 -0.00689 2.77767 0.35161
C7 0.83813 3.66324 0.78608
C8 2.23432 3.30466 0.65712
C9 3.29655 4.08043 1.10862
C10 4.58210 3.60048 0.96259
C11 4.76437 2.35272 0.37175
C12 3.66763 1.63898 -0.06171
N2 2.41336 2.09927 0.06680
H1 -4.26289 1.62140 1.53549
H2 -1.83001 1.14333 1.25919
H3 -1.25846 5.04175 -0.39068
H4 -3.67183 5.50896 -0.14779
H5 0.52256 4.59314 1.24407
H6 3.10128 5.04097 1.56511
H7 5.42929 4.18066 1.30016
H8 5.75281 1.93528 0.24284
H9 3.76072 0.67202 -0.53747
Cl1 0.92026 -5.76919 0.42305
C13 0.27432 -4.16676 0.40353
C14 -0.63492 -3.35278 -1.93274
Cl2 -1.01956 -4.37697 -3.30566
C15 -1.68917 -2.28238 -1.53559
Cl3 -2.89914 -1.78256 -2.66891
C16 -0.78049 -1.09132 -1.04296
O1 -1.11311 0.12129 -1.14383
C17 0.54973 -1.75197 1.12990
O2 1.30767 -0.85704 1.37095
C18 0.91227 -3.21973 1.12968
Cl4 2.28960 -3.56807 2.07919
C19 1.83493 -3.33121 -2.57848
N3 0.62201 -2.68544 -2.09139
C20 -0.90347 -4.08872 -0.55904
C21 -2.12745 -3.11451 -0.31416
C22 -1.73286 -2.35272 0.87879
N4 -0.73041 -1.54378 0.59052
C23 0.60664 -1.44155 -1.59476
O3 1.54261 -0.64690 -1.57190
N5 -2.17004 -2.57868 2.09294
H10 1.83592 -4.37752 -2.27862
H11 2.68805 -2.82034 -2.13882
H12 1.89287 -3.26763 -3.66361
H13 -1.25339 -5.10205 -0.72492
H14 -3.10752 -3.57994 -0.33711
H15 -2.91200 -3.23922 2.26626
H16 -1.79488 -2.07285 2.88325

---

A molecular structure, C23H16BrFeN3S4Sb in a non-equilibrium geometry, computed with ωB97M-V with the def2-TZVPD basis set.

Values from the calculation:
**DFT total energy**: -6721.036078 Eh
**HOMO (spin up / spin down)**: -0.00525 / -0.02313 Eh
**Net charge**: -2
**LUMO (spin up / spin down)**: 4.4 / 4.1 eV
**2S+1**: 6

Element x y z (Å)
Fe1 -0.99672 -0.19931 0.14302
C1 -0.90332 -4.66948 0.15639
C2 -0.06513 -4.93087 -0.86981
C3 0.49287 -3.86237 -1.55599
C4 0.27046 -2.54683 -1.09747
N1 -0.49895 -2.26893 -0.00488
C5 -1.18671 -3.30632 0.46500
C6 0.66434 -1.35230 -1.86818
C7 1.48193 -1.39576 -3.02912
C8 1.79897 -0.20898 -3.67888
C9 1.22498 0.99364 -3.27051
C10 0.41654 0.99891 -2.16012
C11 0.11463 -0.16236 -1.43783
H1 -1.28856 -5.44960 0.84704
H2 0.23837 -5.97926 -1.08279
H3 1.19546 -3.95007 -2.36753
H4 -1.69018 -3.13064 1.43105
H5 1.90163 -2.38730 -3.30145
H6 2.42486 -0.16792 -4.55381
H7 1.42027 1.88499 -3.83751
H8 -0.11788 1.94666 -2.02969
S1 -3.54931 -3.58870 3.01589
Sb1 -4.12849 -2.18786 1.24190
S2 -2.35770 -0.55362 -1.44384
S3 -2.48817 -0.38032 1.58526
S4 -3.45178 -3.57743 -0.57476
C12 2.71962 -0.28705 2.44329
C13 1.61432 -0.73173 1.70243
N2 0.74075 0.15188 1.12510
C14 0.88093 1.45470 1.30828
C15 2.07122 1.98368 1.93425
C16 2.95771 1.03702 2.51289
C17 2.20196 3.38327 2.12183
C18 1.12352 4.16816 1.86245
C19 -0.12895 3.67637 1.27181
C20 -1.25099 4.49322 1.06929
C21 -2.35812 3.88843 0.48312
C22 -2.25451 2.60830 -0.01833
N3 -1.22166 1.76327 0.21794
C23 -0.15847 2.33096 0.91662
H9 3.17556 -1.06316 3.04017
H10 1.47972 -1.80012 1.58143
H11 3.81146 1.49421 3.05528
H12 3.15150 3.83176 2.38193
H13 1.16426 5.27665 2.18119
H14 -1.21191 5.56942 1.39418
H15 -3.30973 4.37921 0.43150
H16 -3.20338 2.27088 -0.46669
Br1 -2.91722 0.55272 -3.27135

---

2 unconnected molecules or ions with the total composition C23H16BrN4O6S in a non-equilibrium geometry, computed with ωB97M-V with the def2-TZVPD basis set.

Values from the calculation:
**DFT total energy**: -4528.540247 Eh
**HOMO**: -0.13068 Eh
**Net charge**: -1
**LUMO**: 1.7 eV

Element x y z (Å)
C1 1.06672 1.58530 2.01318
C2 0.05700 2.56162 1.88925
N1 -0.88005 3.27272 1.79059
C3 2.45868 1.94948 2.10187
C4 3.47367 0.94637 2.22089
C5 4.78706 1.27781 2.49484
C6 5.15257 2.64578 2.56662
N2 6.52958 3.00059 2.62219
O1 6.84172 4.21262 2.62346
O2 7.39211 2.09386 2.64069
C7 4.17573 3.65833 2.47016
C8 2.85996 3.31611 2.19640
H1 0.77472 0.62765 2.49387
H2 3.19407 -0.11520 2.12176
H3 5.57268 0.53511 2.65022
H4 4.47591 4.70111 2.59385
H5 2.08928 4.08521 2.08731
C9 -3.91526 -5.68991 -1.92788
C10 -3.32292 -4.53381 -1.17723
C11 -4.15798 -3.70800 -0.41540
C12 -3.64500 -2.61984 0.29252
C13 -2.27562 -2.33407 0.22302
S1 -1.63422 -0.98231 1.21740
O3 -2.75663 -0.29171 1.80072
O4 -0.48432 -1.35129 1.99617
N3 -0.83311 0.09139 -0.01939
C14 -1.48203 0.70367 -1.09021
C15 -2.79711 0.57411 -1.55030
C16 -3.10008 1.10800 -2.80535
C17 -2.09641 1.71355 -3.58944
C18 -0.77845 1.81727 -3.13049
Br1 0.62535 2.52801 -4.19756
C19 -0.48278 1.38085 -1.83902
C20 0.75425 1.24139 -1.09683
N4 2.08603 1.67823 -1.36538
O5 2.26340 2.87300 -1.68231
O6 3.04631 0.86076 -1.26047
C21 0.47150 0.52489 0.06479
C22 -1.41946 -3.16012 -0.51670
C23 -1.94829 -4.25316 -1.21133
H6 -3.16249 -6.25966 -2.47215
H7 -4.43788 -6.38630 -1.26557
H8 -4.66152 -5.35271 -2.65261
H9 -5.22911 -3.91538 -0.36089
H10 -4.30326 -1.98300 0.88637
H11 -3.52942 0.05657 -0.93903
H12 -4.12449 1.04763 -3.18661
H13 -2.33074 2.13317 -4.57498
H14 1.27645 -0.01805 0.59158
H15 -0.35025 -2.94171 -0.54102
H16 -1.28587 -4.90595 -1.78155